89
Properties=species:S:1:pos:R:3:forces:R:3:lowdin_charge:R:1 method="wB97M-V/def2-TZVPD" smiles="[H]/N=C/CN[C@@](CCCCCCCCCCCCOC)(COC)B(O)OC.c1ccncc1.c1ccncc1" charge=0
H 3.521 -3.526 -1.674 0.00 0.03 0.02 0.0482
N 3.974 -2.632 -1.855 -0.02 -0.04 -0.04 0.0998
C 3.938 -1.881 -0.839 0.01 0.08 0.03 -0.2454
C 4.543 -0.490 -0.908 -0.03 0.00 0.05 -0.1946
N 3.930 0.427 -1.872 -0.10 -0.15 0.19 0.0194
C 2.743 1.162 -1.400 0.13 0.11 0.02 -0.3311
C 1.569 0.254 -0.995 -0.10 0.00 0.02 -0.1355
C 1.010 -0.604 -2.133 0.05 -0.09 -0.02 -0.1827
C -0.446 -1.058 -1.927 0.26 -0.09 0.01 -0.1852
C -0.560 -2.491 -1.366 -0.08 -0.06 0.11 -0.1859
C -1.685 -2.807 -0.347 -0.04 0.08 -0.09 -0.1914
C -2.929 -1.905 -0.389 -0.09 -0.01 0.04 -0.2066
C -2.894 -0.698 0.560 -0.05 -0.03 0.03 -0.2123
C -3.073 -1.086 2.034 -0.02 0.12 -0.06 -0.2116
C -2.529 -0.041 3.010 -0.15 0.02 0.15 -0.2104
C -2.405 -0.543 4.463 -0.10 -0.02 0.11 -0.1922
C -1.023 -0.394 5.109 -0.01 -0.06 0.00 -0.1765
C 0.007 -1.442 4.664 0.13 0.04 0.09 -0.2193
O -0.175 -1.899 3.336 -0.12 -0.01 -0.05 -0.1966
C 0.632 -1.258 2.381 0.12 0.09 -0.04 -0.1177
C 3.146 2.030 -0.194 -0.12 -0.05 0.14 -0.1545
O 2.473 3.283 -0.288 -0.14 -0.08 -0.03 -0.1904
C 2.348 3.947 0.947 0.11 0.10 0.04 -0.0926
B 2.279 2.216 -2.533 -0.08 -0.14 -0.11 -0.6246
O 0.962 2.616 -2.679 0.21 0.42 0.22 0.1659
O 3.213 2.661 -3.405 -0.02 -0.12 -0.07 0.0613
C 2.912 3.686 -4.342 -0.03 0.04 0.00 -0.0541
H 3.477 -2.192 0.108 0.02 0.00 -0.02 0.1029
H 5.598 -0.612 -1.173 -0.04 -0.02 -0.02 0.1168
H 4.517 -0.038 0.086 0.02 -0.01 -0.04 0.1036
H 3.704 -0.101 -2.709 0.10 0.12 -0.06 0.1141
H 0.766 0.878 -0.578 0.06 -0.01 -0.03 0.1212
H 1.902 -0.383 -0.166 -0.07 -0.04 0.06 0.0973
H 1.634 -1.493 -2.249 -0.01 0.06 -0.14 0.0829
H 1.096 -0.059 -3.078 -0.07 0.06 0.08 0.1132
H -0.948 -0.343 -1.276 -0.06 0.05 -0.09 0.0830
H -0.936 -1.019 -2.902 -0.18 0.01 0.13 0.0931
H -0.674 -3.157 -2.223 0.09 0.01 0.03 0.0862
H 0.398 -2.768 -0.909 -0.04 0.03 0.00 0.0986
H -2.005 -3.836 -0.532 0.04 0.01 0.05 0.1036
H -1.287 -2.813 0.672 0.00 0.06 -0.02 0.0837
H -3.106 -1.573 -1.418 0.01 0.01 0.06 0.1072
H -3.806 -2.499 -0.107 0.03 0.00 -0.08 0.1081
H -1.959 -0.141 0.446 0.04 -0.07 0.01 0.0861
H -3.693 -0.004 0.277 0.07 0.03 0.00 0.1127
H -2.602 -2.051 2.241 0.09 0.07 -0.04 0.1008
H -4.146 -1.209 2.226 0.06 -0.16 0.03 0.1179
H -3.208 0.820 3.007 0.13 0.03 -0.12 0.1003
H -1.564 0.333 2.653 0.02 -0.08 0.00 0.0934
H -3.113 0.004 5.091 0.03 -0.04 -0.02 0.0997
H -2.709 -1.595 4.516 0.05 0.04 -0.04 0.1140
H -1.139 -0.511 6.192 0.07 0.09 -0.03 0.1117
H -0.645 0.623 4.962 -0.03 -0.05 -0.12 0.0914
H -0.062 -2.323 5.306 -0.10 -0.01 -0.05 0.1203
H 1.025 -1.045 4.775 -0.05 -0.05 0.09 0.1176
H 0.125 -1.316 1.419 0.02 0.00 -0.06 0.0642
H 0.798 -0.200 2.620 -0.04 -0.05 -0.02 0.0908
H 1.609 -1.753 2.296 -0.02 0.06 0.01 0.0883
H 4.231 2.188 -0.185 -0.03 0.07 -0.04 0.1400
H 2.850 1.558 0.755 0.09 -0.07 -0.07 0.1238
H 2.052 4.974 0.735 -0.03 -0.05 0.04 0.0914
H 3.299 3.960 1.492 -0.03 0.03 -0.03 0.0925
H 1.587 3.473 1.582 0.06 -0.02 -0.03 0.0883
H 0.549 2.777 -1.821 -0.02 -0.30 -0.17 0.1069
H 3.854 4.161 -4.613 -0.05 -0.01 -0.02 0.0901
H 2.450 3.266 -5.238 0.02 0.00 0.04 0.0951
H 2.235 4.425 -3.911 0.03 -0.02 -0.05 0.0905
C -4.212 4.655 3.997 0.00 -0.01 0.00 -0.0797
C -3.083 3.931 3.648 -0.01 0.01 0.00 -0.0730
C -2.456 3.173 4.626 -0.01 -0.02 0.01 -0.1651
N -2.878 3.098 5.885 0.01 -0.01 0.01 0.0622
C -3.963 3.798 6.207 0.01 0.00 -0.01 -0.1539
C -4.663 4.587 5.306 0.00 0.00 0.00 -0.0743
H -4.731 5.258 3.264 0.00 0.00 0.00 0.1049
H -2.695 3.947 2.638 0.00 0.00 0.00 0.1025
H -1.575 2.589 4.385 0.01 0.02 -0.03 0.0889
H -4.290 3.722 7.239 0.00 0.00 0.00 0.1024
H -5.540 5.132 5.626 0.00 0.00 0.00 0.1001
C 0.165 -4.043 -7.340 0.00 0.00 0.01 -0.0808
C -0.765 -3.122 -6.885 0.00 0.00 -0.01 -0.0721
C -0.654 -2.660 -5.581 0.01 -0.02 0.00 -0.1485
N 0.298 -3.055 -4.740 -0.01 0.04 0.01 0.0667
C 1.186 -3.939 -5.189 0.00 0.02 0.00 -0.1441
C 1.163 -4.461 -6.474 0.00 0.00 -0.01 -0.0713
H 0.114 -4.427 -8.350 0.00 0.00 0.00 0.1046
H -1.561 -2.765 -7.523 0.00 0.00 0.00 0.1007
H -1.364 -1.937 -5.194 0.00 0.00 0.00 0.0999
H 1.956 -4.240 -4.487 0.01 0.00 0.00 0.1022
H 1.914 -5.175 -6.785 0.00 0.00 0.00 0.1011

=====

21
Properties=species:S:1:pos:R:3:forces:R:3:lowdin_charge:R:1 method="wB97M-V/def2-TZVPD" smiles="CCCNC=O.O.O" charge=0 relative_energy_kj_mol=53.3
C 2.406 1.410 -1.209 -0.64 0.07 -0.12 -0.1069
C 1.709 0.276 -0.452 0.73 0.02 0.11 -0.2420
C 0.926 -0.667 -1.358 -0.62 0.80 0.01 -0.1842
N -0.466 -0.265 -1.562 -0.49 -0.18 0.50 0.0271
C -1.434 -0.783 -0.771 -0.17 0.19 0.34 -0.3672
O -1.264 -1.543 0.166 0.22 -0.24 -0.07 -0.0058
H 3.114 1.972 -0.599 -0.09 -0.10 0.05 0.0709
H 1.663 2.121 -1.598 0.21 -0.07 0.03 0.0730
H 2.931 0.988 -2.062 0.22 0.07 -0.13 0.0653
H 1.050 0.673 0.317 -0.02 0.00 0.09 0.0938
H 2.483 -0.309 0.062 -0.17 0.06 -0.02 0.1121
H 0.858 -1.643 -0.893 0.16 -0.25 -0.24 0.1131
H 1.341 -0.701 -2.362 0.45 -0.35 0.04 0.1148
H -0.720 0.644 -1.917 0.33 -0.06 -0.43 0.1367
H -2.446 -0.459 -1.053 0.00 0.15 -0.01 0.1315
O 0.263 -0.240 2.578 -0.12 0.06 -0.19 -0.0610
H 0.049 -0.839 1.842 -0.10 -0.05 0.25 0.0218
H 0.053 -0.705 3.395 0.01 -0.13 -0.16 0.0544
O -2.047 1.421 1.630 0.02 -0.47 0.21 -0.0800
H -1.367 0.901 2.103 -0.06 0.28 -0.24 -0.0014
H -2.820 0.841 1.652 0.13 0.19 -0.04 0.0339

=====

9
Properties=species:S:1:pos:R:3:forces:R:3:lowdin_charge:R:1 method="wB97M-V/def2-TZVPD" smiles="N[P@](=O)([O-])[N+](=O)[O-]" charge=-1 relative_energy_kj_mol=178.7
N 1.120 0.916 0.032 -1.44 0.03 -0.87 -0.1134
P 0.226 -0.391 0.648 3.62 -5.98 -4.69 0.4483
O -0.108 -0.285 2.052 -0.38 0.08 1.25 -0.3390
O 0.796 -1.847 -0.159 -2.35 5.74 3.42 -0.5613
N -1.285 -0.076 -0.368 -1.14 0.56 -0.01 -0.4560
O -1.278 0.565 -1.417 0.49 -0.18 0.12 -0.0406
O -2.308 -0.522 0.108 -0.06 -0.24 -0.05 -0.0026
H 0.747 0.998 -0.954 1.04 0.00 1.20 0.0415
H 2.090 0.642 0.060 0.22 -0.01 -0.38 0.0232

=====

46
Properties=species:S:1:pos:R:3:forces:R:3:lowdin_charge:R:1 method="wB97M-V/def2-TZVPD" smiles="O=C(COC(=O)/C=C/c1cccc(Cl)c1)NCCC1=CCCCC1" charge=0 relative_energy_kj_mol=94.8
O 3.349 1.719 -0.868 0.34 -0.04 -0.22 0.0658
C 2.146 1.667 -0.731 -0.65 0.07 -0.21 -0.4734
C 1.222 1.515 -1.944 0.65 -0.14 -0.33 -0.0481
O -0.125 1.259 -1.574 -0.19 0.21 0.11 -0.0263
C -0.645 0.056 -1.902 0.22 -0.18 -0.16 -0.4797
O -0.045 -0.782 -2.529 -0.20 0.15 0.08 0.1035
C -2.019 -0.118 -1.413 -0.32 0.23 0.21 0.0298
C -2.717 0.842 -0.793 0.63 -0.22 -0.33 -0.0106
C -4.078 0.746 -0.299 -0.66 0.01 0.26 -0.2102
C -4.683 1.889 0.232 0.18 -0.17 -0.12 -0.0327
C -5.980 1.849 0.706 -0.10 -0.05 0.03 -0.0696
C -6.704 0.669 0.669 0.05 -0.01 -0.02 -0.1005
C -6.105 -0.470 0.148 0.13 0.16 -0.02 -0.6612
Cl -6.997 -1.951 0.099 -0.08 -0.14 0.00 0.6822
C -4.810 -0.443 -0.333 0.00 0.13 0.04 -0.0486
N 1.502 1.802 0.443 -0.38 0.17 0.32 0.0751
C 2.187 1.692 1.709 0.14 -0.01 0.15 -0.1600
C 2.041 0.275 2.289 -0.02 0.03 -0.30 -0.1329
C 2.508 -0.746 1.287 -0.05 0.15 0.35 -0.2579
C 1.649 -1.417 0.530 -0.12 -0.19 -0.06 -0.0583
C 2.042 -2.379 -0.546 0.11 -0.02 -0.22 -0.1857
C 3.515 -2.231 -0.913 -0.06 -0.25 0.14 -0.1935
C 4.353 -2.159 0.358 0.08 0.21 -0.14 -0.1922
C 3.995 -0.889 1.124 0.10 -0.21 -0.09 -0.1535
H 1.600 0.697 -2.566 -0.02 0.22 0.17 0.1343
H 1.245 2.443 -2.523 0.00 -0.12 0.11 0.1444
H -2.425 -1.097 -1.618 -0.04 -0.07 -0.02 0.1167
H -2.243 1.804 -0.648 0.07 0.04 -0.02 0.1194
H -4.129 2.816 0.265 0.08 0.08 0.00 0.1127
H -6.435 2.740 1.110 -0.04 0.07 0.03 0.1082
H -7.716 0.628 1.037 -0.09 -0.03 0.03 0.1054
H -4.374 -1.346 -0.728 0.01 -0.13 -0.03 0.1061
H 0.505 1.643 0.445 0.13 -0.01 -0.12 0.1369
H 3.237 1.919 1.521 -0.09 0.07 0.08 0.1206
H 1.777 2.432 2.403 0.13 -0.04 -0.04 0.1189
H 0.991 0.099 2.539 0.00 -0.01 0.04 0.1118
H 2.628 0.213 3.207 -0.03 -0.01 0.08 0.1142
H 0.582 -1.294 0.679 -0.11 0.10 0.16 0.1095
H 1.414 -2.209 -1.424 0.03 -0.10 0.07 0.0881
H 1.842 -3.400 -0.201 -0.02 -0.03 -0.05 0.1162
H 3.831 -3.068 -1.537 0.01 0.04 -0.06 0.1084
H 3.659 -1.310 -1.481 0.02 0.05 -0.09 0.1137
H 5.417 -2.158 0.116 0.02 -0.05 0.05 0.1086
H 4.147 -3.035 0.979 0.04 -0.06 0.03 0.1167
H 4.475 -0.889 2.106 0.00 0.05 0.03 0.1178
H 4.370 -0.021 0.572 0.07 0.05 0.08 0.1098

=====

Quick rundown of gap between HOMO and LUMO, same order as above: 8.8792, 10.7903, 9.1113, 8.2620 eV
Quick rundown of HOMO, same order as above: -0.3107, -0.3674, -0.1800, -0.3245 hartree